Model w:
{"formula": "C3H6ClNSi", "method": "ωB97M-V/def2-TZVPD", "spin_multiplicity": 1, "homo_ev": -11.196, "homo_lumo_gap_ev": 11.74, "symbols": ["Cl", "Si", "N", "C", "C", "C", "H", "H", "H", "H", "H", "H"], "coordinates": [[1.322, -2.342, 0.051], [0.387, -0.492, -0.037], [2.716, 1.419, 0.013], [1.866, 0.671, -0.063], [-0.622, 0.023, -1.626], [-0.701, -0.065, 1.554], [-1.294, -0.880, 2.013], [-0.054, 0.698, -2.392], [-1.257, 0.815, 1.520], [0.125, 0.160, 2.264], [-1.373, 0.721, -1.134], [-1.114, -0.728, -2.164]], "lowdin_charge": [0.304, 0.188, 0.080, -0.334, -0.205, -0.186, 0.037, 0.068, -0.005, 0.029, 0.038, -0.015]}

Model x:
{"formula": "C3H6ClNSi", "method": "ωB97M-V/def2-TZVPD", "spin_multiplicity": 1, "homo_ev": -11.181, "homo_lumo_gap_ev": 11.55, "symbols": ["Cl", "Si", "N", "C", "C", "C", "H", "H", "H", "H", "H", "H"], "coordinates": [[-1.830, 1.705, -0.070], [-0.349, 0.403, -0.011], [-1.847, -2.377, -0.018], [0.543, 0.277, -1.693], [0.547, 0.189, 1.660], [-1.297, -1.369, -0.106], [1.390, -0.512, 1.503], [0.865, 1.158, 1.897], [1.070, -0.627, -1.446], [1.253, 1.118, -1.801], [-0.155, 0.138, -2.455], [-0.189, -0.103, 2.540]], "lowdin_charge": [0.404, 0.081, 0.036, -0.197, -0.207, -0.309, 0.043, -0.018, 0.019, 0.042, 0.011, 0.094]}

Last place for stability: model x

Model w:
{"formula": "C5H11N2O", "method": "ωB97M-V/def2-TZVPD", "spin_multiplicity": 1, "total_charge": -1, "homo_ev": -2.258, "homo_lumo_gap_ev": 5.72, "symbols": ["O", "N", "N", "C", "C", "C", "C", "C", "H", "H", "H", "H", "H", "H", "H", "H", "H", "H", "H"], "coordinates": [[2.877, 1.566, 1.389], [2.122, -0.370, -0.360], [-2.752, -2.195, -0.957], [-0.196, 0.323, 0.267], [1.727, 1.862, 0.803], [1.146, 0.740, -0.216], [-0.783, -0.935, -0.243], [-2.152, -1.009, -0.310], [1.841, 2.876, 0.322], [-0.828, 1.144, -0.057], [-0.169, -1.757, -0.720], [2.984, 0.183, -0.144], [0.867, 1.060, -1.221], [-3.169, -2.757, -0.288], [-3.354, -2.037, -1.675], [-2.811, -0.267, 0.024], [-0.341, 0.259, 1.342], [0.986, 2.275, 1.585], [2.002, -0.961, 0.458]], "lowdin_charge": [-0.357, -0.001, 0.002, -0.260, -0.513, -0.391, -0.088, -0.179, 0.059, 0.110, 0.120, 0.054, 0.112, 0.017, 0.003, 0.071, 0.113, 0.077, 0.050]}

Model x:
{"formula": "C5H11N2O", "method": "ωB97M-V/def2-TZVPD", "spin_multiplicity": 1, "total_charge": -1, "homo_ev": -2.114, "homo_lumo_gap_ev": 5.43, "symbols": ["O", "N", "N", "C", "C", "C", "C", "C", "H", "H", "H", "H", "H", "H", "H", "H", "H", "H", "H"], "coordinates": [[-4.056, 0.687, -0.348], [1.409, 0.047, -1.516], [3.064, 0.518, 0.805], [1.753, -0.022, 0.973], [0.993, -0.184, -0.159], [-0.396, -0.636, -0.030], [-3.008, -0.146, 0.037], [-1.541, 0.458, -0.304], [3.046, 1.550, 0.970], [-1.348, 1.349, 0.331], [-3.058, -1.103, -0.561], [-0.515, -1.054, 1.034], [3.706, 0.103, 1.441], [1.345, -0.188, 1.979], [2.334, 0.335, -1.522], [-1.476, 0.890, -1.397], [-0.603, -1.531, -0.670], [-2.922, -0.373, 1.138], [1.272, -0.700, -2.202]], "lowdin_charge": [-0.438, 0.095, -0.030, -0.196, -0.363, -0.224, -0.530, -0.194, 0.084, 0.083, 0.068, 0.116, 0.036, 0.095, 0.019, 0.114, 0.107, 0.069, 0.090]}

Last place for stability: model w

Model w:
{"formula": "C4H5N2O", "method": "ωB97M-V/def2-TZVPD", "spin_multiplicity": 1, "total_charge": 1, "homo_ev": [-13.240, -13.147], "homo_lumo_gap_ev": [8.00, 7.43], "symbols": ["O", "N", "N", "C", "C", "C", "C", "H", "H", "H", "H", "H"], "coordinates": [[-0.752, 1.523, -0.049], [0.041, -0.778, 0.396], [-2.037, -0.411, -0.455], [0.877, 0.095, 0.405], [2.151, 0.458, -0.117], [-1.233, -1.099, 0.433], [-1.704, 0.830, -0.305], [-1.525, -1.815, 1.079], [-3.054, -0.634, -0.637], [2.326, 1.538, -0.059], [1.974, 0.338, -1.181], [2.936, -0.045, 0.490]], "lowdin_charge": [0.171, 0.168, 0.129, -0.002, 0.006, -0.068, -0.108, 0.118, 0.221, 0.109, 0.118, 0.139]}

Model x:
{"formula": "C4H5N2O", "method": "ωB97M-V/def2-TZVPD", "spin_multiplicity": 1, "total_charge": 1, "homo_ev": -12.952, "homo_lumo_gap_ev": 9.34, "symbols": ["O", "N", "N", "C", "C", "C", "C", "H", "H", "H", "H", "H"], "coordinates": [[0.237, 2.255, -0.429], [0.327, -0.395, 0.461], [-0.647, 1.369, 1.554], [0.179, -0.769, -0.613], [-0.087, 1.913, 0.612], [0.410, 0.298, 1.594], [-0.127, -1.497, -1.741], [0.416, -2.495, -1.607], [0.253, -1.036, -2.706], [-1.059, 1.806, 2.353], [-1.123, -1.706, -1.708], [1.222, 0.258, 2.230]], "lowdin_charge": [0.308, 0.135, 0.204, -0.007, -0.268, -0.053, 0.009, 0.160, 0.140, 0.184, 0.076, 0.113]}

Last place for stability: model w

Model w:
{"formula": "C4H14N2O", "method": "ωB97M-V/def2-TZVPD", "spin_multiplicity": 1, "total_charge": 2, "homo_ev": -18.781, "homo_lumo_gap_ev": 10.50, "symbols": ["O", "N", "N", "C", "C", "C", "C", "H", "H", "H", "H", "H", "H", "H", "H", "H", "H", "H", "H", "H", "H"], "coordinates": [[2.716, 1.345, -0.364], [-2.913, 0.689, 0.586], [1.368, -1.022, -0.327], [2.295, -1.132, -1.210], [0.020, -0.552, -0.590], [-0.833, -0.751, 0.617], [-1.528, 0.499, 1.121], [-0.332, -0.999, -1.523], [3.298, -1.215, -0.806], [-0.373, -1.341, 1.456], [-1.732, -1.434, 0.297], [-3.256, 1.642, 0.669], [2.822, 2.304, -0.398], [1.578, -1.122, 0.652], [0.106, 0.544, -0.803], [-3.534, 0.063, 1.078], [-0.887, 1.410, 0.949], [3.388, 0.910, -0.886], [-2.898, 0.596, -0.431], [2.259, -1.041, -2.306], [-1.564, 0.608, 2.219]], "lowdin_charge": [-0.039, 0.221, 0.050, 0.188, -0.156, -0.156, -0.157, 0.152, 0.134, 0.154, 0.166, 0.184, 0.079, 0.173, 0.146, 0.180, 0.155, 0.032, 0.181, 0.159, 0.151]}

Model x:
{"formula": "C4H14N2O", "method": "ωB97M-V/def2-TZVPD", "spin_multiplicity": 1, "total_charge": 2, "homo_ev": -18.662, "homo_lumo_gap_ev": 12.07, "symbols": ["O", "N", "N", "C", "C", "C", "C", "H", "H", "H", "H", "H", "H", "H", "H", "H", "H", "H", "H", "H", "H"], "coordinates": [[1.725, 1.746, -2.024], [2.135, -0.551, -0.460], [-3.137, 0.894, 0.378], [0.003, -1.327, 0.652], [1.464, -0.965, 0.859], [-2.112, -0.171, 0.148], [-0.974, -0.187, 0.806], [1.605, -0.100, 1.509], [-0.214, -2.047, 1.448], [-0.776, 0.563, 1.556], [-3.929, 0.504, 0.893], [-3.488, 1.230, -0.520], [1.555, 0.163, -0.913], [-2.356, -0.857, -0.648], [1.829, 2.294, -2.820], [2.202, 2.248, -1.347], [2.255, -1.336, -1.098], [3.048, -0.118, -0.309], [-0.147, -1.872, -0.271], [-2.741, 1.674, 0.907], [2.055, -1.783, 1.256]], "lowdin_charge": [-0.055, 0.200, 0.230, -0.148, -0.104, -0.054, -0.055, 0.138, 0.148, 0.133, 0.186, 0.182, 0.105, 0.142, 0.086, 0.063, 0.178, 0.174, 0.132, 0.178, 0.141]}

Model y:
{"formula": "C4H14N2O", "method": "ωB97M-V/def2-TZVPD", "spin_multiplicity": 1, "total_charge": 2, "homo_ev": -18.838, "homo_lumo_gap_ev": 9.97, "symbols": ["O", "N", "N", "C", "C", "C", "C", "H", "H", "H", "H", "H", "H", "H", "H", "H", "H", "H", "H", "H", "H"], "coordinates": [[-1.924, -0.929, 1.591], [1.161, 2.871, 0.979], [-0.305, -1.952, -0.292], [0.030, -0.674, -0.994], [-0.448, -0.524, -2.224], [1.251, 0.123, -0.520], [0.561, 0.862, 0.591], [1.655, 3.198, 1.816], [0.492, -2.197, 0.302], [1.761, 0.816, -1.187], [-0.469, -2.688, -0.979], [0.723, 0.637, 1.640], [-2.434, -1.264, 2.350], [-1.120, -1.846, 0.361], [2.044, -0.556, -0.203], [-1.193, -1.134, -2.720], [1.757, 3.202, 0.226], [-0.144, 0.367, -2.761], [-2.633, -0.381, 1.215], [0.355, 3.498, 1.029], [-0.361, 1.381, 0.394]], "lowdin_charge": [-0.036, 0.153, 0.237, -0.295, 0.173, -0.109, 0.146, 0.120, 0.178, 0.149, 0.183, 0.113, 0.105, 0.120, 0.139, 0.110, 0.105, 0.108, 0.092, 0.114, 0.097]}

Last place for stability: model y